Density functional theory data (the ωB97M-V functional and the def2-TZVPD basis) for a 8-piece molecular cluster, C41H58BBr16FNO8P overall at a distorted geometry.

Properties
SMILES = CC[C@H](Br)c1c(B(O)N(C)C)c(P(C)O)c(CC(=O)O)c2c1C(=O)c1c(C)c([C@@H](C)F)c(Br)c(CC(=O)O)c1C2=O.BrCCBr.BrCCBr.BrCCBr.BrCCBr.BrCCBr.BrCCBr.BrCCBr
HOMO level = -0.2837 Ha
Maximum force = 3.06 eV/Å
Kohn-Sham gap = 6.9 eV
E = -1194690.0004 eV

ORCA input file:
```
! RIJCOSX wB97M-V def2-TZVPD def2/J DEFGRID3
* xyz 0 1
C -4.56397 0.26061 4.66971
C -3.36753 -0.72424 4.30997
C -3.55755 -1.39465 2.87164
Br -4.74267 -3.00293 2.96278
C -2.20220 -1.68730 2.15379
C -1.15317 -2.61558 2.69437
B -1.36440 -3.40699 4.10818
O -2.31040 -4.43637 4.29720
N -0.50113 -3.06576 5.23973
C -1.10655 -3.40006 6.54629
C -0.04713 -1.65563 5.23340
C 0.13547 -2.84958 1.96778
P 1.35267 -4.09570 2.75091
C 3.10975 -3.46819 2.64549
O 1.17155 -5.54045 1.81282
C 0.43548 -2.12684 0.68354
C 1.80316 -2.31775 -0.07782
C 1.93002 -3.80309 -0.54670
O 2.98954 -4.35081 -0.72622
O 0.72655 -4.44953 -0.78284
C -0.60944 -1.22715 0.16531
C -1.90087 -1.02393 0.86798
C -2.92477 -0.05720 0.16210
O -4.09460 -0.30637 0.00467
C -2.25922 1.25995 -0.38470
C -2.87659 2.59003 -0.21841
C -4.26285 2.73476 0.47736
C -2.14210 3.77644 -0.73760
C -2.66875 5.23715 -0.65745
C -3.47010 5.55728 -2.00540
F -3.45519 5.51592 0.48395
C -0.83033 3.56976 -1.39026
Br 0.24512 5.06349 -2.07963
C -0.22827 2.22040 -1.56962
C 1.16579 2.04066 -2.24276
C 2.27767 2.29090 -1.13176
O 2.73410 1.39411 -0.46449
O 2.79109 3.57886 -0.87329
C -0.95394 1.06260 -1.06509
C -0.41510 -0.41121 -1.16077
O 0.05840 -0.86397 -2.17496
H -5.16572 0.49896 3.75274
H -4.08931 1.23042 4.99791
H -5.24546 -0.14005 5.46353
H -2.44549 -0.08194 4.19693
H -3.21559 -1.53950 5.06507
H -4.16777 -0.64623 2.29359
H -2.09791 -5.23400 3.78734
H -2.03894 -2.80474 6.78108
H -1.27978 -4.50414 6.68286
H -0.35923 -3.11643 7.35053
H 0.69292 -1.40897 4.43147
H -0.87628 -0.90319 5.17276
H 0.46140 -1.47693 6.22946
H 3.51899 -3.78572 1.63610
H 3.18307 -2.34097 2.64939
H 3.79934 -3.93382 3.40314
H 0.23362 -5.76833 1.97454
H 1.84869 -1.69012 -1.01205
H 2.67435 -1.97631 0.54601
H 0.86028 -5.41219 -0.70258
H -4.59765 1.78948 0.99221
H -5.04500 2.94688 -0.30654
H -4.27283 3.52361 1.28169
H -1.82359 5.98320 -0.64333
H -4.50009 5.91055 -1.74176
H -3.55503 4.63540 -2.63105
H -2.92990 6.36449 -2.57769
H 1.38412 2.75968 -3.06654
H 1.36409 1.01028 -2.62240
H 2.21064 4.04946 -0.24059
Br 2.51723 7.48845 -1.56169
C 3.36047 8.21110 0.03542
C 3.93922 7.11001 0.88643
Br 2.54462 6.17111 1.87295
H 2.60946 8.80506 0.55160
H 4.14909 8.86883 -0.32953
H 4.59990 7.52126 1.64933
H 4.47826 6.36087 0.31007
Br 3.72467 1.83760 -4.01964
C 4.71325 0.38149 -3.18406
C 5.68771 -0.24674 -4.14600
Br 4.77780 -1.41414 -5.41250
H 3.97705 -0.32128 -2.79916
H 5.24073 0.84157 -2.34846
H 6.38625 -0.89321 -3.61517
H 6.24594 0.48168 -4.73007
Br 2.03215 -5.09233 5.97590
C 1.19931 -6.66381 6.77025
C 0.88678 -7.70873 5.72859
Br -0.69472 -7.24253 4.69333
H 0.32167 -6.31817 7.31271
H 1.93327 -7.04527 7.48001
H 0.64154 -8.65938 6.20168
H 1.69636 -7.85925 5.01716
Br -1.65901 5.10332 -5.46967
C -3.07924 4.58893 -6.70140
C -4.23041 5.56051 -6.65310
Br -5.32728 5.28326 -5.06798
H -3.36577 3.57063 -6.44781
H -2.61467 4.59636 -7.68726
H -4.90372 5.39923 -7.49486
H -3.91328 6.60155 -6.64115
Br -8.99281 8.04094 -3.28113
C -8.56207 9.09708 -4.85977
C -7.26833 8.64419 -5.48583
Br -5.73019 9.28028 -4.47430
H -8.54705 10.13973 -4.55022
H -9.39492 8.93739 -5.54438
H -7.15204 9.07540 -6.48018
H -7.17853 7.56158 -5.55102
Br 4.34131 -6.77899 1.57193
C 5.94993 -5.73849 1.91459
C 6.84734 -6.42715 2.90964
Br 6.16778 -6.23017 4.72583
H 5.62707 -4.75188 2.23930
H 6.44420 -5.65339 0.94686
H 7.83345 -5.96312 2.92302
H 6.95474 -7.49349 2.72429
Br 4.07545 -4.36362 -7.86077
C 3.76694 -5.85355 -6.64539
C 4.85206 -5.94466 -5.60347
Br 6.48381 -6.71092 -6.34357
H 3.68103 -6.74939 -7.25635
H 2.80495 -5.64415 -6.17789
H 4.55830 -6.62247 -4.80235
H 5.11946 -4.97963 -5.17784
*
```


Density functional theory data (the ωB97M-V functional and the def2-TZVPD basis) for one molecule with the formula C6H7NO at a distorted geometry.

Properties
SMILES = CC1=CC=N/C1=C/O
HOMO level = -0.3172 Ha
Maximum force = 5.01 eV/Å
Kohn-Sham gap = 8.6 eV
Relative energy (zero: lowest compared OMol25 entry of this formula, charge and spin) = 2.4464 eV
E = -9870.2113 eV

ORCA input file:
```
! RIJCOSX wB97M-V def2-TZVPD def2/J DEFGRID3
* xyz 0 1
C -1.57768 -0.53406 -0.40781
C -0.19018 -0.67727 -0.19108
C 0.78127 -1.43866 -0.72084
C 2.06004 -0.99900 -0.29775
C 0.55105 0.31684 0.58040
C 0.30824 1.69653 1.03512
H -2.10718 -0.52917 0.61934
H -1.98551 0.42201 -0.72742
H -2.01332 -1.34533 -1.15052
H 0.70162 -2.20359 -1.47524
H 3.06248 -1.36794 -0.80932
H 0.92424 2.35608 1.60093
H -1.59907 1.92768 0.42386
N 1.93331 0.01466 0.49015
O -0.84930 2.36122 1.03019
*
```


Density functional theory data (the ωB97M-V functional and the def2-TZVPD basis) for a 2-piece molecular cluster, C18H27FN5OS overall at a distorted geometry.

Properties
HOMO level = -0.4151 Ha
Maximum force = 2.03 eV/Å
Kohn-Sham gap = 7.8 eV
E = -42146.8565 eV

ORCA input file:
```
! RIJCOSX wB97M-V def2-TZVPD def2/J DEFGRID3
* xyz 1 1
C 2.07269 -3.66477 -2.75242
N 3.22569 -3.11108 -2.67584
N 3.33184 -2.61104 -1.38433
C 2.21948 -2.90187 -0.78859
S 1.87661 -2.44664 0.85949
C 1.17041 -0.78085 0.54601
C 1.99377 0.31027 1.22597
C 2.04222 1.67881 0.49531
C 0.99414 1.86109 -0.60973
C 1.55649 1.42195 -1.96887
C 0.52282 1.16897 -3.07477
C -0.73140 0.46151 -2.58370
N -1.23697 -0.49334 -3.59726
C -2.30570 -1.23237 -3.33581
N -3.43379 -0.79692 -2.74124
C -3.69062 -1.80217 -1.65086
C -3.11315 -3.10137 -2.30950
N -2.44858 -2.56791 -3.53860
O 1.36156 -3.56802 -1.59095
H 1.60537 -4.16290 -3.57972
H 0.14792 -0.79166 0.91253
H 1.14833 -0.68696 -0.53234
H 1.63583 0.44080 2.23671
H 3.01445 -0.04710 1.32907
H 3.03540 1.84342 0.08782
H 1.86865 2.44697 1.24395
H 0.76046 2.92234 -0.67916
H 0.06986 1.35657 -0.33635
H 2.19690 2.23114 -2.30864
H 2.19009 0.54300 -1.86769
H 0.27106 2.07026 -3.62512
H 0.99276 0.51227 -3.81039
H -1.49960 1.19722 -2.35168
H -0.55045 -0.09910 -1.67149
H -0.74338 -0.60950 -4.46824
H -3.42750 0.15829 -2.40729
H -3.03299 -1.52085 -0.83589
H -4.72471 -1.83964 -1.34727
H -3.86303 -3.84795 -2.51801
H -2.33503 -3.43926 -1.63654
H -1.56205 -3.00428 -3.75878
F -0.24091 0.24132 3.44298
C -0.23084 1.23291 4.37197
C 0.43824 1.02204 5.55845
C 0.45113 2.04073 6.50004
C -0.20365 3.23799 6.24571
C -0.87167 3.42195 5.04351
C -0.88564 2.41325 4.09065
H 0.93625 0.07865 5.73776
H 0.97461 1.89723 7.43508
H -0.19291 4.02699 6.98475
H -1.38522 4.35271 4.84527
H -1.39523 2.53689 3.14405
*
```


Density functional theory data (the ωB97M-V functional and the def2-TZVPD basis) for one molecule with the formula C2H7NS at a distorted geometry.

Properties
SMILES = CCNS
HOMO level = -0.3126 Ha
Maximum force = 3.95 eV/Å
Kohn-Sham gap = 9.5 eV
Relative energy (zero: lowest compared OMol25 entry of this formula, charge and spin) = 1.7427 eV
E = -14510.9182 eV

ORCA input file:
```
! RIJCOSX wB97M-V def2-TZVPD def2/J DEFGRID3
* xyz 0 1
C -0.59693 -0.93217 0.68403
C -0.56446 -0.23060 -0.65854
N 0.86017 0.79522 -0.91856
S 1.60280 1.35529 0.49468
H 0.30758 -1.59277 0.88856
H -0.48221 -0.10994 1.40376
H -1.51157 -1.46160 0.91704
H -0.70916 -1.02147 -1.53442
H -1.33825 0.55245 -0.50895
H 1.52165 0.18487 -1.37133
H 0.91036 2.46071 0.60373
*
```


Density functional theory data (the ωB97M-V functional and the def2-TZVPD basis) for C30H24Cl2N6O5Pd as an isolated structure at a distorted geometry.

Properties
HOMO level = -0.0621 Ha
Maximum force = 1.46 eV/Å
Kohn-Sham gap = 5.6 eV
Relative energy (zero: lowest compared OMol25 entry of this formula, charge and spin) = 0.7137 eV
E = -79205.1013 eV

ORCA input file:
```
! RIJCOSX wB97M-V def2-TZVPD def2/J DEFGRID3
* xyz -2 1
Pd 0.13771 0.01966 0.08981
C 1.52820 3.82175 0.90859
C 0.48298 2.75080 0.72376
O 0.79455 1.89082 -0.18498
C -0.66982 2.75798 1.46402
C -1.77400 1.85799 1.22717
C -3.13114 2.24619 1.73858
N -1.65602 0.77591 0.52886
N -2.81881 0.10883 0.21349
C -2.67093 -0.79830 -0.75285
O -1.65422 -1.09288 -1.40761
C -3.95169 -1.54168 -1.04935
C -3.86540 -2.80919 -1.61566
C -5.01466 -3.53022 -1.90780
C -6.26638 -2.98345 -1.65492
C -6.35930 -1.71473 -1.09556
C -5.20804 -1.00247 -0.78689
H 2.40642 3.37193 1.38029
H 1.17039 4.64442 1.52853
H 1.83615 4.20146 -0.06678
H -0.82170 3.55949 2.17350
H -3.04794 3.09268 2.42162
H -3.59574 1.39438 2.23585
H -3.78964 2.51436 0.90919
H -2.87958 -3.21299 -1.81200
H -4.93154 -4.52624 -2.32875
H -7.16472 -3.54603 -1.88560
H -7.33370 -1.28222 -0.89300
H -5.26092 -0.02180 -0.33239
Cl 6.38707 -2.71899 -3.31004
C 5.25284 -3.33324 -2.12034
C 4.30878 -4.24466 -2.54934
C 3.38458 -4.74373 -1.64745
C 3.43242 -4.31945 -0.33175
C 4.40372 -3.42703 0.09012
Cl 4.43088 -3.03903 1.78186
C 5.34938 -2.88071 -0.79213
N 6.37058 -2.00404 -0.43093
C 6.21212 -0.98820 0.57679
C 7.05255 -1.04240 1.68327
C 6.96320 -0.08940 2.68069
C 6.02041 0.92633 2.56906
C 5.19832 0.98756 1.45938
C 5.28370 0.04529 0.43301
C 4.36950 0.15927 -0.75120
C 2.90386 -0.24158 -0.46986
O 2.19515 -0.48284 -1.47645
O 2.50786 -0.23669 0.71062
H 4.29439 -4.53584 -3.59101
H 2.61447 -5.43615 -1.96186
H 2.70477 -4.67087 0.38896
H 6.85004 -1.65947 -1.24802
H 7.75271 -1.86589 1.75222
H 7.61061 -0.14648 3.54776
H 5.92209 1.66672 3.35454
H 4.44756 1.76512 1.37698
H 4.72829 -0.39726 -1.61487
H 4.31003 1.20704 -1.05914
N 0.70507 -2.89788 -0.86737
C -0.09863 -2.90652 0.21603
O -0.33908 -1.85521 0.86407
C -0.63247 -4.17569 0.63493
C -1.47137 -4.28225 1.76510
N -2.16662 -4.42137 2.67931
C -0.27875 -5.34195 -0.05948
N 0.05905 -6.27658 -0.66208
H 1.06472 -2.01613 -1.22561
H 0.73640 -3.70632 -1.46095
*
```